No. 1
This record from the OMol25 dataset describes a structure of composition C29H44BrF3IN8O4RbS2. The level of theory is wB97M-V/def2-TZVPD.

Calculated values
- ΔE to the lowest compared entry with this formula, charge and spin (kcal/mol) = 29.6
- HOMO energy (eV) = -7.7
- LUMO level (Ha) = -0.002
- frontier orbital gap (Eh) = 0.2810
- multiplicity = 1

Atoms and positions in Å:
1 Rb 0.49 0.17 0.32
2 Br -7.51 0.15 -3.50
3 C -6.06 -0.46 -2.44
4 C -6.26 -1.51 -1.56
5 C -5.21 -1.92 -0.75
6 C -3.97 -1.28 -0.81
7 C -3.78 -0.28 -1.76
8 C -4.82 0.16 -2.56
9 N -2.88 -1.63 -0.01
10 C -3.03 -2.17 1.12
11 C -1.89 -2.71 1.88
12 C -2.07 -3.89 2.60
13 C -0.97 -4.49 3.19
14 C 0.26 -3.87 3.09
15 C 0.33 -2.66 2.41
16 N -0.70 -2.10 1.81
17 H -7.22 -2.00 -1.52
18 H -5.36 -2.75 -0.07
19 H -2.79 0.15 -1.85
20 H -4.68 0.97 -3.26
21 H -4.02 -2.38 1.56
22 H -3.06 -4.33 2.67
23 H -1.08 -5.43 3.72
24 H 1.14 -4.31 3.53
25 H 1.27 -2.11 2.36
26 F 0.87 4.03 1.38
27 C 1.77 3.34 2.13
28 F 2.96 3.46 1.51
29 F 1.86 4.00 3.30
30 C 1.30 1.85 2.32
31 O 0.13 1.76 2.71
32 O 2.13 0.99 2.03
33 N 1.95 3.74 -1.40
34 C 1.10 2.72 -1.63
35 O 1.45 1.55 -1.61
36 C -0.31 3.12 -2.01
37 I -0.30 4.08 -3.92
38 H 2.86 3.50 -1.03
39 H 1.61 4.67 -1.23
40 H -0.74 3.82 -1.30
41 H -0.94 2.24 -2.10
42 C -1.32 -3.12 -2.05
43 N -0.12 -3.93 -2.12
44 C -0.14 -5.04 -3.04
45 C 0.97 -3.65 -1.38
46 O 1.12 -2.70 -0.63
47 H -2.16 -3.74 -1.72
48 H -1.55 -2.69 -3.03
49 H -1.18 -2.31 -1.34
50 H -0.99 -5.69 -2.82
51 H 0.78 -5.61 -2.96
52 H -0.24 -4.68 -4.07
53 H 1.76 -4.40 -1.52
54 C -1.74 5.78 3.88
55 C -2.07 4.30 4.12
56 N -1.94 3.51 2.92
57 C -2.83 3.43 1.92
58 S -2.44 2.55 0.55
59 N -4.03 4.04 2.08
60 C -5.11 4.00 1.09
61 C -4.94 5.02 -0.03
62 H -1.89 6.35 4.80
63 H -2.38 6.20 3.11
64 H -0.71 5.89 3.57
65 H -3.08 4.21 4.53
66 H -1.37 3.89 4.85
67 H -1.11 2.92 2.80
68 H -4.16 4.65 2.87
69 H -6.04 4.19 1.63
70 H -5.14 3.00 0.67
71 H -4.87 6.04 0.38
72 H -5.79 4.97 -0.71
73 H -4.03 4.81 -0.59
74 C 3.99 2.16 -3.78
75 C 3.38 1.25 -4.85
76 N 1.97 0.98 -4.62
77 C 1.35 -0.10 -4.13
78 S -0.33 -0.16 -4.18
79 N 2.03 -1.17 -3.67
80 C 3.35 -1.25 -3.05
81 C 4.29 -2.16 -3.83
82 H 5.06 2.27 -3.95
83 H 3.83 1.74 -2.78
84 H 3.53 3.14 -3.81
85 H 3.92 0.31 -4.91
86 H 3.46 1.74 -5.82
87 H 1.33 1.72 -4.88
88 H 1.39 -1.89 -3.38
89 H 3.22 -1.64 -2.04
90 H 3.76 -0.25 -2.95
91 H 3.85 -3.15 -3.96
92 H 5.24 -2.27 -3.30
93 H 4.49 -1.75 -4.83

Löwdin population analysis, charges in e, atoms 1 to 6: 0.956, 0.722, -0.687, -0.127, -0.021, -0.267


No. 2
This record from the OMol25 dataset describes a structure of composition C45H41BrF4IrN4O6PS. The level of theory is wB97M-V/def2-TZVPD.

Calculated values
- HOMO energy (spin up / spin down) (eV) = -7.6 / -7.5
- LUMO level (spin up / spin down) (Ha) = -0.003 / -0.077
- frontier orbital gap (spin up / spin down) (Eh) = 0.2759 / 0.2001
- multiplicity = 5

Atoms and positions in Å:
1 Ir -0.08 -0.17 0.31
2 O -2.19 2.63 -1.16
3 S -3.37 0.23 -0.43
4 O -4.81 3.09 -0.47
5 N -2.27 -0.75 0.29
6 C -2.73 -1.76 1.07
7 C -4.09 -2.06 1.24
8 C -4.51 -3.05 2.10
9 C -3.61 -3.78 2.84
10 C -2.23 -3.53 2.71
11 C -1.25 -4.22 3.45
12 C 0.07 -3.93 3.24
13 C 0.40 -2.95 2.30
14 N -0.48 -2.25 1.62
15 C -1.78 -2.53 1.80
16 C -4.15 -0.76 -1.68
17 C -5.30 -0.28 -2.29
18 C -5.91 -1.04 -3.27
19 C -5.36 -2.25 -3.67
20 C -4.18 -2.69 -3.09
21 C -3.58 -1.95 -2.10
22 H -4.83 -1.48 0.71
23 H -5.57 -3.25 2.19
24 H -3.94 -4.54 3.53
25 H -1.56 -4.97 4.17
26 H 0.85 -4.43 3.79
27 H 1.43 -2.74 2.09
28 H -5.74 0.66 -1.98
29 H -6.82 -0.69 -3.74
30 H -5.85 -2.84 -4.43
31 H -3.73 -3.61 -3.42
32 H -2.66 -2.30 -1.64
33 F 2.52 5.73 -4.44
34 C 1.74 4.85 -3.82
35 C 0.43 5.19 -3.48
36 F -0.06 6.39 -3.80
37 C -0.37 4.27 -2.81
38 F -1.62 4.67 -2.54
39 C 0.08 3.00 -2.47
40 P -0.87 1.75 -1.47
41 C -1.57 0.86 -2.92
42 C -1.08 -0.39 -3.26
43 C -1.52 -1.01 -4.42
44 C -2.49 -0.41 -5.20
45 C -3.03 0.81 -4.83
46 C -2.55 1.46 -3.70
47 C -2.46 3.51 -0.12
48 C -3.81 3.72 0.19
49 C -4.12 4.62 1.20
50 C -3.12 5.32 1.85
51 C -1.80 5.15 1.49
52 C -1.47 4.24 0.51
53 C 1.37 2.66 -2.89
54 Br 1.98 0.91 -2.64
55 C 2.20 3.57 -3.52
56 F 3.44 3.22 -3.87
57 H -0.35 -0.87 -2.62
58 H -1.10 -1.97 -4.70
59 H -2.81 -0.89 -6.12
60 H -3.81 1.26 -5.41
61 H -2.93 2.43 -3.44
62 H -4.43 2.47 -1.11
63 H -5.16 4.78 1.43
64 H -3.37 6.01 2.64
65 H -1.03 5.72 1.98
66 H -0.44 4.07 0.21
67 C 4.09 -0.35 -0.34
68 C 3.05 -1.20 0.45
69 C 3.17 -0.72 1.91
70 C 3.49 -2.68 0.30
71 O 1.78 -1.03 -0.06
72 H 5.07 -0.47 0.12
73 H 3.79 0.69 -0.30
74 H 4.13 -0.67 -1.37
75 H 4.18 -0.86 2.27
76 H 2.48 -1.23 2.58
77 H 2.91 0.34 1.94
78 H 4.49 -2.81 0.71
79 H 3.49 -2.95 -0.76
80 H 2.80 -3.35 0.81
81 C 1.84 4.77 1.92
82 C 1.92 3.85 3.14
83 C 0.76 2.86 3.29
84 C 1.13 1.81 4.39
85 C 1.44 2.43 5.75
86 C -0.52 3.51 3.78
87 O -0.55 4.52 4.45
88 N -1.65 2.80 3.51
89 C -1.79 1.75 2.59
90 O -2.88 1.24 2.43
91 N -0.68 1.40 1.91
92 C 0.50 2.02 2.06
93 O 1.38 1.82 1.22
94 H 2.71 5.42 1.91
95 H 0.95 5.39 1.96
96 H 1.84 4.19 1.00
97 H 1.95 4.47 4.03
98 H 2.85 3.28 3.07
99 H 2.00 1.25 4.04
100 H 0.30 1.11 4.49
101 H 2.40 2.93 5.75
102 H 1.46 1.65 6.51
103 H 0.68 3.16 6.03
104 H -2.52 3.16 3.89

Löwdin population analysis, charges in e, atoms 1 to 6: 1.384, -0.364, 1.014, 0.062, -0.445, -0.335


No. 3
This record from the OMol25 dataset describes the ion CHClN5O2S with charge -1. The level of theory is wB97M-V/def2-TZVPD.

Calculated values
- ΔE to the lowest compared entry with this formula, charge and spin (kcal/mol) = 3.3
- HOMO energy (eV) = -5.8
- LUMO level (Ha) = 0.087
- frontier orbital gap (Eh) = 0.2993
- charge = -1
- multiplicity = 1

Atoms and positions in Å:
1 C -1.70 -1.15 0.56
2 N -2.93 -1.54 0.81
3 N -1.67 -0.17 -0.34
4 N -3.70 -0.83 0.02
5 N -2.95 -0.05 -0.71
6 N 1.33 0.14 0.42
7 O 1.93 -2.12 1.01
8 O -0.55 -1.66 1.12
9 S 0.85 -1.32 0.46
10 Cl 0.71 -2.42 -1.47
11 H 0.72 0.92 0.26

Löwdin population analysis, charges in e, atoms 1 to 6: -0.590, -0.005, -0.015, -0.137, -0.130, -0.165


No. 4
This record from the OMol25 dataset describes a structure of composition C16H21Cl4O2PS2Sn. The level of theory is wB97M-V/def2-TZVPD.

Calculated values
- ΔE to the lowest compared entry with this formula, charge and spin (kcal/mol) = 4.6
- HOMO energy (spin up / spin down) (eV) = -7.1 / -7.7
- LUMO level (spin up / spin down) (Ha) = -0.085 / -0.059
- frontier orbital gap (spin up / spin down) (Eh) = 0.1767 / 0.2255
- multiplicity = 1

Atoms and positions in Å:
1 Sn 0.49 -1.25 -0.74
2 C 4.77 -2.99 -1.27
3 C 3.74 -1.96 -0.87
4 S 2.59 -2.44 0.28
5 C 3.79 -0.69 -1.46
6 C 4.89 -0.38 -2.43
7 S 2.64 0.51 -1.17
8 H 4.53 -3.95 -0.83
9 H 5.76 -2.68 -0.92
10 H 4.83 -3.09 -2.35
11 H 5.87 -0.60 -2.00
12 H 4.85 0.67 -2.71
13 H 4.80 -0.98 -3.34
14 Cl -4.11 -2.79 4.32
15 C -3.03 -2.94 3.00
16 C -2.99 -4.16 2.28
17 Cl -4.00 -5.47 2.75
18 C -2.14 -4.30 1.20
19 Cl -2.07 -5.75 0.29
20 C -1.29 -3.23 0.81
21 O -0.51 -3.30 -0.18
22 C -1.32 -2.00 1.57
23 O -0.54 -1.04 1.22
24 C -2.22 -1.88 2.65
25 Cl -2.27 -0.39 3.51
26 C 0.80 2.10 1.61
27 C -0.66 2.16 1.15
28 P -0.86 1.50 -0.56
29 C -2.70 1.49 -0.81
30 C -3.55 2.40 0.07
31 C -0.26 2.89 -1.62
32 C -0.95 4.25 -1.50
33 H 0.90 2.54 2.61
34 H 1.45 2.65 0.93
35 H 1.13 1.07 1.65
36 H -1.05 3.18 1.20
37 H -1.28 1.53 1.80
38 H -3.00 0.45 -0.65
39 H -2.87 1.71 -1.87
40 H -3.45 2.14 1.12
41 H -4.60 2.30 -0.20
42 H -3.27 3.45 -0.04
43 H -0.33 2.53 -2.65
44 H 0.81 2.98 -1.40
45 H -2.01 4.17 -1.75
46 H -0.49 4.95 -2.20
47 H -0.85 4.67 -0.50

Löwdin population analysis, charges in e, atoms 1 to 6: 0.960, -0.130, -0.796, 0.623, -0.813, -0.134


Calculated max |F|, 2.16, 2.91, 3.55, 0.60 eV/A (same order as the records).